{"formula": "C29H23CuN6O", "method": "ωB97M-V/def2-TZVPD", "symbols": ["Cu", "C", "C", "C", "C", "C", "C", "N", "C", "C", "C", "C", "C", "C", "N", "N", "C", "C", "C", "C", "C", "N", "H", "H", "H", "H", "H", "H", "H", "H", "H", "H", "H", "H", "H", "N", "C", "C", "C", "C", "C", "C", "C", "C", "C", "C", "C", "C", "H", "H", "H", "H", "H", "H", "H", "H", "H", "H", "O", "N"], "xyz": [[0.280339, 0.267800, -0.283067], [-2.191059, -0.575772, 4.488200], [-0.946033, 0.034912, 4.443204], [-0.010012, -0.358675, 3.498331], [-0.329546, -1.371538, 2.606148], [-1.562608, -2.004216, 2.650465], [-2.493158, -1.592200, 3.591124], [0.634785, -1.733535, 1.611609], [2.044199, -1.661687, 1.878012], [2.604400, -2.558299, 2.769334], [3.969677, -2.533436, 3.007096], [4.772218, -1.612923, 2.337844], [4.205517, -0.703744, 1.465485], [2.835206, -0.720544, 1.243997], [2.161626, 0.248136, 0.442323], [2.875694, 1.187503, 0.056061], [2.210063, 2.219692, -0.665674], [2.976503, 3.282092, -1.093255], [2.332480, 4.320430, -1.756257], [0.965867, 4.249135, -1.953297], [0.274069, 3.132804, -1.491350], [0.890236, 2.141504, -0.865528], [-2.918797, -0.269454, 5.227277], [-0.699029, 0.821678, 5.143361], [0.959625, 0.122510, 3.455819], [-1.791647, -2.796967, 1.952686], [-3.459134, -2.077747, 3.627617], [1.962121, -3.275491, 3.263846], [4.405929, -3.234739, 3.704789], [5.840527, -1.600997, 2.502012], [4.814559, 0.031600, 0.955434], [4.039866, 3.282784, -0.900661], [2.894941, 5.173976, -2.108791], [0.430687, 5.041717, -2.455915], [-0.794740, 3.021675, -1.626755], [0.348218, -0.906502, -2.026264], [-0.520055, -0.477363, -3.096804], [-0.013923, -0.432002, -4.386768], [-0.810361, -0.021098, -5.443520], [-2.125708, 0.339824, -5.200777], [-2.623089, 0.300042, -3.908073], [-1.840115, -0.104328, -2.826874], [-2.412483, -0.067545, -1.450683], [-3.767987, -0.331329, -1.247078], [-4.347209, -0.186226, 0.004767], [-3.587086, 0.245156, 1.079879], [-2.228709, 0.493669, 0.899150], [-1.643851, 0.305016, -0.348625], [1.304302, -0.961729, -2.363709], [0.115337, -1.841607, -1.690717], [1.011513, -0.735252, -4.567378], [-0.405202, 0.010346, -6.445668], [-2.762310, 0.662050, -6.013493], [-3.639919, 0.620398, -3.723138], [-4.376986, -0.667320, -2.077383], [-5.399657, -0.401241, 0.134750], [-4.038497, 0.383812, 2.054109], [-1.641147, 0.832449, 1.746792], [1.037134, -2.668580, -0.300400], [0.182440, -2.288605, 0.476400]], "forces_ev_per_angstrom": [[-0.8884, 0.0188, -0.4565], [0.0009, -0.0578, -0.0426], [0.0214, 0.0022, -0.0150], [0.0425, 0.0458, 0.0542], [0.0337, -0.1098, 0.0148], [0.0322, -0.0948, 0.0683], [0.0691, -0.0336, 0.0827], [0.0970, -0.1916, -0.2375], [-0.2690, -0.3617, 0.1130], [0.0069, -0.1397, 0.0391], [-0.0320, 0.0867, -0.0780], [-0.0866, -0.0697, 0.0353], [0.2322, 0.1565, -0.0839], [-0.1566, 0.2075, -0.0900], [0.5737, 0.1615, -0.1654], [0.0909, 0.3009, -0.0047], [-0.0488, -0.0099, -0.0078], [0.0816, 0.0419, -0.0110], [0.0009, 0.0036, -0.0097], [-0.0124, -0.0266, 0.0045], [-0.0221, -0.0217, -0.0787], [0.3530, 0.0243, 0.2561], [-0.0036, 0.0029, -0.0030], [0.0002, -0.0015, -0.0049], [-0.0098, -0.0082, 0.0156], [-0.0183, 0.0154, 0.0049], [0.0005, -0.0017, -0.0077], [0.0215, -0.0035, 0.0102], [0.0119, -0.0045, -0.0128], [0.0022, 0.0004, 0.0163], [-0.0421, -0.0609, 0.0517], [-0.0075, 0.0212, -0.0088], [0.0012, 0.0028, 0.0049], [-0.0081, -0.0064, -0.0048], [-0.0030, 0.0040, 0.0098], [-0.1545, 0.1637, -0.2825], [0.1180, 0.0639, 0.1155], [-0.0224, 0.0349, -0.0475], [-0.0053, 0.0000, 0.0051], [0.0067, -0.0036, 0.0016], [-0.0096, 0.0241, -0.0214], [-0.0091, -0.0171, 0.0426], [0.0603, 0.0185, -0.0615], [-0.0044, -0.0295, -0.0603], [-0.0066, 0.0117, 0.0422], [-0.0002, 0.0884, -0.1090], [-0.2033, 0.0943, -0.2229], [0.0443, 0.0462, 0.3823], [-0.0360, -0.1249, -0.0597], [-0.0309, 0.2043, -0.3323], [-0.0030, -0.0068, 0.0043], [-0.0030, -0.0030, -0.0044], [-0.0023, 0.0084, 0.0028], [-0.0020, -0.0003, -0.0030], [-0.0009, 0.0027, 0.0044], [-0.0059, -0.0024, -0.0028], [-0.0055, 0.0141, -0.0270], [-0.0386, 0.0041, -0.0346], [0.1540, -0.3112, 0.7276], [0.0950, -0.1731, 0.4824]], "multiplicity": 2, "e_above_lowest_ev": 0.7455, "total_charge": 1, "gap_ev": [6.2, 6.1], "total_energy_ev": -86065.5358}

***

{"formula": "C33H36ClIN6O7V", "method": "ωB97M-V/def2-TZVPD", "symbols": ["V", "C", "C", "N", "C", "C", "C", "O", "C", "C", "N", "C", "C", "C", "C", "C", "C", "I", "C", "O", "H", "H", "H", "H", "H", "H", "H", "H", "H", "H", "H", "H", "C", "C", "O", "N", "C", "C", "C", "C", "C", "C", "N", "H", "H", "H", "H", "H", "H", "H", "H", "H", "H", "C", "C", "C", "C", "Cl", "C", "C", "C", "O", "C", "C", "O", "O", "H", "H", "H", "H", "H", "H", "H", "H", "C", "N", "C", "N", "O", "H", "H", "H", "H", "H", "H"], "xyz": [[-0.192021, 1.080847, 0.386380], [4.498997, 1.340398, 0.857091], [3.660915, 0.441833, 1.718918], [4.266192, -0.470230, 2.441556], [3.570417, -1.300954, 3.231948], [2.209710, -1.201858, 3.397875], [1.463365, -2.136067, 4.313908], [2.291107, -3.227486, 4.643749], [1.525155, -0.210781, 2.663664], [0.210288, 0.218057, 3.051930], [-0.543973, 0.988562, 2.340803], [-1.601086, 1.676860, 3.005387], [-2.759470, 0.990399, 3.359031], [-3.817225, 1.640481, 3.973136], [-3.730843, 2.992037, 4.257925], [-2.554914, 3.676219, 3.991795], [-1.491146, 3.024182, 3.386402], [0.357033, 4.037990, 3.299286], [2.237069, 0.580049, 1.714453], [1.660662, 1.406412, 0.891016], [5.324336, 0.776662, 0.427650], [3.898981, 1.791395, 0.069431], [4.923748, 2.139062, 1.469325], [4.133300, -2.054658, 3.763655], [1.162282, -1.592921, 5.222347], [0.551566, -2.472625, 3.803729], [1.821783, -3.808533, 5.247768], [-0.087753, 0.018320, 4.083042], [-2.811104, -0.072520, 3.155582], [-4.703541, 1.085967, 4.252913], [-4.555626, 3.507430, 4.730914], [-2.449992, 4.711597, 4.285651], [-2.462822, 4.362627, -0.195957], [-1.104881, 3.764475, -0.350302], [-0.773667, 2.716412, 0.233495], [-0.199807, 4.365580, -1.124625], [0.981656, 3.597567, -1.537987], [0.557127, 2.457604, -2.442842], [0.381584, 2.683713, -3.802437], [-0.049524, 1.649954, -4.617133], [-0.250230, 0.402988, -4.047957], [-0.050936, 0.261628, -2.687018], [0.311763, 1.264937, -1.884328], [-3.028003, 3.768878, 0.518198], [-2.983437, 4.347293, -1.154503], [-2.399368, 5.394642, 0.148445], [-0.478596, 5.163781, -1.671562], [1.470972, 3.198005, -0.649267], [1.665240, 4.263422, -2.057591], [0.579160, 3.666742, -4.210146], [-0.209571, 1.809893, -5.674857], [-0.550075, -0.449833, -4.641100], [-0.150674, -0.714622, -2.228001], [3.192989, -2.157447, -3.293751], [1.907288, -2.940336, -3.284800], [1.205370, -3.152072, -4.468934], [0.040462, -3.900170, -4.477188], [-0.828619, -4.110084, -5.963102], [-0.432510, -4.488617, -3.313849], [0.261909, -4.288557, -2.133453], [1.404993, -3.500238, -2.112072], [2.083241, -3.345510, -0.921332], [1.865716, -2.125620, -0.258201], [0.404128, -1.866528, 0.134472], [-0.400252, -2.752766, 0.322600], [0.128875, -0.599856, 0.286349], [3.689516, -2.259828, -4.257416], [3.862084, -2.516804, -2.513063], [3.011590, -1.092763, -3.126002], [1.594977, -2.753158, -5.397541], [-1.320011, -5.106289, -3.332752], [-0.069651, -4.734806, -1.207522], [2.233450, -1.268119, -0.835097], [2.433583, -2.186953, 0.673893], [-3.272062, -2.704263, -1.047038], [-2.744187, -1.352996, -1.027069], [-2.975351, -0.423880, -0.089626], [-3.930973, -0.698926, 0.823255], [-2.393758, 0.688757, -0.098678], [-2.949229, -3.180067, -1.968516], [-4.363411, -2.691367, -1.031168], [-2.889369, -3.289766, -0.208244], [-1.991632, -1.138511, -1.652188], [-4.310455, -1.622608, 0.924998], [-4.172806, 0.008317, 1.492212]], "forces_ev_per_angstrom": [[0.7740, -0.7229, -1.0007], [-0.0499, -0.0106, 0.0608], [-0.2223, 0.0039, -0.1980], [0.1674, 0.0825, -0.1333], [-0.2259, -0.1016, 0.1132], [0.2063, -0.0272, 0.0491], [-0.1232, 0.1169, 0.0210], [0.0747, -0.0026, -0.0287], [0.2827, 0.3130, -0.3164], [0.0387, 0.2710, 0.2522], [-0.0551, 0.0556, 1.2697], [-0.3070, 0.1543, 0.4787], [0.0865, -0.0202, -0.1312], [-0.0802, -0.0533, 0.0507], [-0.0114, 0.0744, 0.0359], [-0.0368, -0.0217, -0.0375], [0.4529, -0.2627, -0.1380], [-0.3046, -0.1946, -0.1863], [0.2316, -0.4714, 0.6491], [-0.1820, 0.3579, -0.1288], [0.0127, -0.0004, 0.0045], [0.0532, 0.0064, -0.0208], [0.0043, 0.0266, -0.0464], [-0.0058, -0.0116, -0.0424], [-0.0307, -0.0085, -0.0333], [0.0031, -0.0281, 0.0478], [-0.0172, -0.0066, 0.0258], [-0.0365, -0.0136, -0.0234], [0.0547, 0.0324, -0.0196], [-0.0106, -0.0161, -0.0286], [0.0020, -0.0038, 0.0076], [0.0040, -0.0014, -0.0066], [-0.0801, -0.1693, 0.1399], [0.1500, 0.6613, -0.1140], [-1.6885, 4.7567, -0.2268], [-0.1058, -0.3430, -0.0345], [-0.1045, -0.1839, 0.0741], [0.0539, 0.1166, -0.1606], [0.0293, -0.0408, 0.0340], [0.0239, 0.0088, 0.0588], [0.0409, -0.0010, -0.0219], [0.1110, -0.1133, -0.1553], [-0.1604, 0.0950, 0.2026], [0.0132, 0.0366, 0.0159], [0.0310, 0.0107, -0.0181], [0.0498, 0.0044, -0.0037], [-0.0412, 0.0654, 0.0639], [0.0893, 0.0957, -0.0284], [-0.0167, 0.0391, 0.0235], [0.0308, -0.0126, -0.0173], [0.0192, -0.0032, -0.0049], [0.0157, -0.0259, 0.0090], [-0.0148, 0.0246, 0.0786], [-0.0728, -0.0713, 0.0280], [0.1020, 0.0883, -0.0283], [-0.0279, -0.0041, -0.0258], [0.0586, 0.0657, 0.1154], [-0.0366, -0.0171, -0.0745], [-0.0053, 0.0119, -0.0184], [0.0127, -0.0048, 0.0674], [-0.0846, 0.0156, -0.1318], [-0.1227, -0.1741, 0.1036], [-0.1350, 0.1882, 0.0665], [0.1375, -0.6342, 0.1802], [0.0759, 0.1517, -0.0076], [0.4386, -4.3238, -0.6053], [0.0170, 0.0196, 0.0083], [0.0174, 0.0480, -0.0128], [0.0238, 0.0258, 0.0253], [-0.0453, 0.0161, -0.0055], [-0.0013, -0.0023, -0.0412], [-0.0119, 0.0081, 0.0085], [-0.0011, -0.0365, 0.0023], [0.0432, 0.1141, -0.0163], [-0.0428, 0.0303, 0.1926], [0.0239, 0.0308, -0.0384], [-0.2161, -0.0842, -0.2203], [0.0422, -0.1085, -0.0199], [0.5342, -0.0135, 0.1193], [-0.0168, -0.0103, -0.0044], [0.0063, -0.0087, -0.0576], [0.0214, 0.0095, -0.0211], [0.0821, 0.0456, -0.0012], [-0.0788, 0.0371, -0.0344], [0.0664, 0.0494, -0.0134]], "multiplicity": 3, "e_above_lowest_ev": 1.9160, "total_charge": 1, "gap_ev": [7.5, 7.8], "total_energy_ev": -104388.2360}